No. 1
Molecular formula: C31H27Br2Cl2LaN3O6S2
Method: DFT, wB97M-V/def2-TZVPD

Results
Relative energy (zero: lowest compared OMol25 entry of this formula, charge and spin) ... 0.7604 eV
2S+1 ... 1
Net charge ... -1
Kohn-Sham gap ... 0.194 Ha
HOMO ... -0.156 hartree
Lowest unoccupied orbital energy ... 1.04 eV

Positions of all 74 atoms, in Å:
La -0.41 -0.09 -0.49
C 2.96 1.91 -0.57
N 2.69 0.51 -0.17
C 2.97 0.29 1.28
C 2.06 1.18 2.14
N 0.74 0.60 2.43
C -0.19 1.69 2.82
C 0.61 -0.60 3.06
C 1.66 -1.15 3.82
C 1.47 -2.35 4.52
C 0.25 -3.06 4.42
C -0.74 -2.61 3.59
C -0.68 -1.34 2.91
S -2.01 -0.85 2.04
C 3.33 -0.46 -1.03
C 4.57 -1.02 -0.80
C 5.19 -1.94 -1.71
C 4.59 -2.27 -2.91
C 3.36 -1.71 -3.20
C 2.74 -0.78 -2.32
S 1.41 0.04 -3.06
H 3.15 1.90 -1.66
H 3.78 2.40 -0.07
H 2.08 2.55 -0.46
H 3.99 0.49 1.58
H 2.72 -0.73 1.59
H 1.90 2.20 1.70
H 2.59 1.41 3.09
H 0.12 2.04 3.85
H -1.24 1.34 2.87
H -0.11 2.51 2.11
H 2.59 -0.51 3.88
H 2.29 -2.79 5.11
H 0.09 -3.91 5.06
H -1.65 -3.20 3.37
H 5.09 -0.84 0.18
H 6.11 -2.38 -1.38
H 5.04 -3.01 -3.57
H 2.85 -2.04 -4.08
Cl -1.66 -7.87 -0.16
C -1.50 -6.25 -0.45
C -2.40 -5.68 -1.43
C -2.41 -4.32 -1.66
Cl -3.55 -3.63 -2.69
C -1.42 -3.46 -1.04
O -1.47 -2.20 -1.14
C -0.43 -4.08 -0.15
C 0.65 -3.36 0.38
O 0.95 -2.15 0.22
C -0.58 -5.41 0.21
H -3.05 -6.35 -2.00
H 1.27 -4.00 1.03
H 0.10 -5.95 0.90
Br -1.79 3.05 -5.47
C -2.54 1.28 -5.11
Br -2.07 0.39 -3.45
H -2.24 0.63 -5.92
H -3.65 1.39 -5.07
O -2.27 1.44 -0.28
C -1.62 2.50 -0.56
O -0.37 2.39 -0.77
C -2.35 3.79 -0.66
C -1.77 4.86 -1.30
C -2.42 6.11 -1.37
C -3.67 6.27 -0.74
C -4.12 5.16 -0.01
C -3.58 3.89 -0.02
N -5.31 5.36 0.77
O -5.98 4.41 1.11
O -5.58 6.56 1.06
H -0.90 4.66 -1.89
H -1.96 6.87 -2.01
H -4.18 7.22 -0.77
H -4.08 3.06 0.51

No. 2
Molecular formula: C33H33MgN8O2P
Method: DFT, wB97M-V/def2-TZVPD

Results
2S+1 ... 1
Net charge ... +2
Kohn-Sham gap ... 0.220 Ha
HOMO ... -0.472 hartree
Lowest unoccupied orbital energy ... -6.84 eV

Positions of all 78 atoms, in Å:
Mg -0.66 -0.25 -0.23
C -3.24 0.60 1.13
N -1.86 1.04 1.16
C -1.22 0.94 2.47
C -0.50 -0.37 2.58
N -0.22 -1.08 1.52
C 0.49 -2.17 1.94
C 1.01 -3.23 1.21
C 1.71 -4.18 1.92
C 1.88 -4.09 3.31
C 1.34 -3.06 4.05
C 0.64 -2.09 3.34
N -0.01 -0.93 3.71
C -3.46 -0.43 0.08
N -2.50 -1.21 -0.37
C -3.12 -2.13 -1.20
C -2.63 -3.25 -1.86
C -3.51 -3.98 -2.64
C -4.86 -3.60 -2.77
C -5.38 -2.54 -2.06
C -4.50 -1.82 -1.26
N -4.67 -0.75 -0.42
H -3.50 0.13 2.09
H -3.94 1.43 0.96
H -1.82 2.01 0.86
H -0.48 1.74 2.57
H -1.95 1.05 3.29
H 0.86 -3.28 0.15
H 2.13 -5.03 1.39
H 2.46 -4.86 3.81
H 1.46 -3.02 5.11
H -0.09 -0.59 4.66
H -1.61 -3.57 -1.73
H -3.17 -4.86 -3.16
H -5.51 -4.17 -3.41
H -6.43 -2.28 -2.10
H -5.55 -0.29 -0.21
O 0.42 1.32 -0.29
C 0.16 2.39 -0.98
C 0.24 3.67 -0.39
C -0.02 4.81 -1.12
C -0.34 4.74 -2.47
C -0.46 3.50 -3.07
C -0.24 2.32 -2.35
C -0.37 1.02 -2.95
N -0.64 -0.09 -2.28
C -0.61 -1.10 -3.18
C -0.34 -0.61 -4.42
N -0.20 0.74 -4.27
H 0.46 3.73 0.67
H 0.03 5.78 -0.63
H -0.51 5.64 -3.03
H -0.76 3.43 -4.10
H -0.76 -2.12 -2.87
H -0.26 -1.10 -5.37
H 0.02 1.38 -5.01
O 1.74 -1.19 -1.71
N 1.50 -0.64 -0.63
C 4.14 -0.95 0.12
P 2.88 0.33 -0.21
C 3.49 1.17 -1.70
C 2.72 1.39 1.23
C 2.51 0.82 2.48
C 2.41 1.63 3.60
C 2.53 3.01 3.47
C 2.75 3.58 2.22
C 2.83 2.77 1.10
H 3.93 -1.48 1.04
H 5.11 -0.46 0.19
H 4.15 -1.66 -0.71
H 4.49 1.55 -1.51
H 2.83 1.98 -1.99
H 3.54 0.42 -2.50
H 2.44 -0.25 2.58
H 2.28 1.20 4.57
H 2.46 3.64 4.34
H 2.85 4.65 2.13
H 3.00 3.23 0.13

No. 3
Molecular formula: C23H23ClN5O2ReS
Method: DFT, wB97M-V/def2-TZVPD

Results
Relative energy (zero: lowest compared OMol25 entry of this formula, charge and spin) ... 0.7346 eV
2S+1 ... 4
Expectation value of S² ... 3.771
Net charge ... +1
Kohn-Sham gap (alpha / beta) ... 0.264 / 0.254 Ha
HOMO (alpha / beta) ... -0.373 / -0.393 hartree
Lowest unoccupied orbital energy (alpha / beta) ... -2.97 / -3.78 eV

Positions of all 56 atoms, in Å:
Re -0.59 -0.74 0.47
N 2.63 -3.07 2.23
C 1.69 -2.12 2.00
S 0.02 -2.66 1.91
N 2.06 -0.88 1.85
N 0.95 -0.06 1.68
C 0.98 1.09 2.25
C -0.16 1.96 2.34
C 0.00 3.28 2.79
C -1.09 4.09 3.02
C -2.37 3.58 2.83
C -2.57 2.28 2.41
C -1.47 1.46 2.15
O -1.67 0.19 1.77
H 2.32 -3.97 2.56
H 3.54 -2.75 2.52
H 1.91 1.37 2.73
H 1.01 3.65 2.96
H -0.95 5.11 3.35
H -3.23 4.21 3.02
H -3.57 1.87 2.29
C -3.84 -0.12 -2.52
C -3.01 -1.01 -1.66
O -2.37 -0.53 -0.70
N -2.96 -2.31 -1.93
C -2.18 -3.25 -1.13
C -0.73 -3.27 -1.51
C -0.21 -4.30 -2.27
C 1.14 -4.31 -2.59
C 1.94 -3.28 -2.12
C 1.35 -2.28 -1.37
N 0.04 -2.26 -1.07
H -4.18 0.72 -1.93
H -4.68 -0.65 -2.96
H -3.21 0.27 -3.32
H -3.43 -2.64 -2.76
H -2.62 -4.24 -1.26
H -2.30 -2.98 -0.08
H -0.86 -5.10 -2.60
H 1.56 -5.11 -3.17
H 3.00 -3.24 -2.32
H 1.94 -1.47 -0.96
Cl 4.45 4.73 0.13
C 3.20 3.57 -0.22
C 3.55 2.27 -0.54
C 2.54 1.35 -0.80
C 1.20 1.70 -0.75
C 0.09 0.73 -0.99
C 0.89 3.03 -0.45
C 1.87 3.97 -0.19
H 4.59 1.98 -0.57
H 2.84 0.34 -1.05
H 0.29 0.15 -1.90
H -0.81 1.31 -1.20
H -0.15 3.34 -0.42
H 1.62 4.99 0.04

What is the formula in the second record? C33H33MgN8O2P